#1
ORCA calculation (the ωB97M-V functional and the def2-TZVPD basis) on an isolated molecule of C6H12N2O.

Computed properties:
SMILES string: [H]/N=C(/C)[C@@H](C)O/C(C)=N/[H]
Lowest unoccupied orbital energy in eV: 0.9
Kohn-Sham gap in eV: 10.4

Positions of all 21 atoms, in Å:
1 C 0.221 -1.026 -2.157
2 C 1.781 1.991 0.330
3 C -0.242 -1.165 -0.729
4 C 0.707 1.068 0.804
5 N 0.200 -2.167 -0.034
6 N 0.840 0.242 1.783
7 H -0.102 -2.077 0.946
8 H 1.777 0.329 2.190
9 H 1.308 -1.145 -2.199
10 H -0.034 -0.038 -2.550
11 H -0.254 -1.793 -2.772
12 H 1.349 2.854 -0.183
13 H 2.424 1.445 -0.367
14 H 2.380 2.342 1.173
15 C -2.052 -0.460 0.996
16 C -1.160 -0.064 -0.175
17 O -0.410 1.141 0.048
18 H -1.841 0.172 -1.003
19 H -2.453 -1.470 0.869
20 H -2.898 0.233 1.067
21 H -1.542 -0.413 1.961

#2
ORCA calculation (the ωB97M-V functional and the def2-TZVPD basis) on a 2-piece molecular cluster, C6H12N2O overall.

Computed properties:
SMILES string: C/N=C(\C)O.C=CN=C
Lowest unoccupied orbital energy in eV: 0.8
Kohn-Sham gap in eV: 10.0

Positions of all 21 atoms, in Å:
1 C 1.617 1.433 -0.741
2 C 1.541 -1.072 0.702
3 C 0.882 -0.803 -0.631
4 O 0.455 -1.884 -1.329
5 N 0.897 0.305 -1.263
6 H 0.398 -2.654 -0.748
7 H 2.695 1.252 -0.714
8 H 1.297 1.690 0.276
9 H 1.413 2.277 -1.398
10 H 1.490 -2.123 0.980
11 H 1.044 -0.473 1.465
12 H 2.587 -0.772 0.662
13 C -1.578 0.865 0.317
14 C -2.283 -1.152 -0.595
15 C -1.414 1.529 1.459
16 N -1.709 -0.533 0.342
17 H -1.708 1.371 -0.639
18 H -2.437 -2.218 -0.503
19 H -2.581 -0.639 -1.513
20 H -1.323 1.005 2.397
21 H -1.283 2.597 1.477

It comes down to #1, which is 31.0 kcal/mol more stable than the next structure.

#1
ORCA calculation (the ωB97M-V functional and the def2-TZVPD basis) on an isolated molecule of C6H12N2O.

Computed properties:
SMILES string: C/C=C1/C[NH2+]CCN1[O-]
Lowest unoccupied orbital energy in eV: -0.3
Kohn-Sham gap in eV: 5.1

Positions of all 21 atoms, in Å:
1 C -0.629 -0.250 0.253
2 C -1.770 -0.877 0.246
3 C 0.657 -1.018 0.643
4 C 0.757 1.638 -0.328
5 C 2.000 0.928 0.382
6 C -3.177 -0.322 0.084
7 N -0.440 1.322 0.482
8 N 1.884 -0.515 0.002
9 O -1.458 2.037 0.181
10 H -1.818 -2.004 0.351
11 H 0.586 -1.064 1.804
12 H 0.552 -2.064 0.386
13 H 0.734 2.790 -0.335
14 H 0.865 1.357 -1.312
15 H 3.042 1.198 -0.148
16 H 1.962 1.116 1.451
17 H -3.975 -0.867 0.556
18 H -3.359 -0.450 -1.013
19 H -2.912 0.736 0.390
20 H 2.553 -1.161 0.380
21 H 1.664 -0.429 -1.036

#2
ORCA calculation (the ωB97M-V functional and the def2-TZVPD basis) on an isolated molecule of C6H12N2O.

Computed properties:
Lowest unoccupied orbital energy in eV: 0.0
Kohn-Sham gap in eV: 7.3

Positions of all 21 atoms, in Å:
1 C 1.346 0.254 0.214
2 C 2.860 0.222 0.003
3 N 1.054 0.354 1.640
4 C 0.727 -0.984 -0.377
5 N -0.492 -1.171 -0.764
6 H 0.943 1.153 -0.253
7 H 1.267 -0.512 2.126
8 H 0.078 0.592 1.785
9 H -0.756 -2.126 -1.032
10 H 1.364 -1.865 -0.370
11 H 3.103 0.177 -1.057
12 H 3.302 1.117 0.434
13 H 3.297 -0.645 0.498
14 C -1.801 1.011 -0.480
15 O -1.716 1.292 0.921
16 C -1.811 -0.462 -0.775
17 C -2.792 -1.336 -1.029
18 H -2.481 0.885 1.344
19 H -2.723 1.444 -0.889
20 H -0.957 1.529 -0.940
21 H -3.811 -0.928 -0.997

It comes down to #2, which is 73.3 kcal/mol more stable than the next structure.

#1
ORCA calculation (the ωB97M-V functional and the def2-TZVPD basis) on an isolated molecule of C3H6N2.

Computed properties:
SMILES string: [H]/N=C\N1CC1
Lowest unoccupied orbital energy in eV: 1.1
Kohn-Sham gap in eV: 11.3

Positions of all 11 atoms, in Å:
1 C 0.998 -0.577 -0.147
2 C -1.008 0.734 -0.428
3 C -1.106 -0.282 0.712
4 H 0.869 1.265 0.452
5 H 1.634 -1.494 -0.509
6 H -1.711 0.684 -1.114
7 H -0.324 1.582 -0.341
8 H -0.314 0.224 1.323
9 H -2.106 -0.607 0.981
10 N 1.655 0.514 0.223
11 N -0.420 -0.642 -0.454

#2
ORCA calculation (the ωB97M-V functional and the def2-TZVPD basis) on an isolated molecule of C3H6N2.

Computed properties:
SMILES string: CNCC#N
Lowest unoccupied orbital energy in eV: 0.9
Kohn-Sham gap in eV: 10.4

Positions of all 11 atoms, in Å:
1 C -0.464 -0.113 -1.434
2 N -0.753 -0.187 -0.010
3 C 0.405 -0.427 0.840
4 C 0.774 0.732 1.674
5 N 1.014 1.637 2.353
6 H 0.379 0.548 -1.697
7 H -1.356 0.246 -1.953
8 H -0.248 -1.116 -1.820
9 H -1.254 0.636 0.299
10 H 0.225 -1.267 1.521
11 H 1.277 -0.690 0.228

#3
ORCA calculation (the ωB97M-V functional and the def2-TZVPD basis) on an isolated molecule of C3H6N2.

Computed properties:
SMILES string: [H]/N=C\N1CC1
Lowest unoccupied orbital energy in eV: 1.0
Kohn-Sham gap in eV: 10.7

Positions of all 11 atoms, in Å:
1 C -1.035 -0.225 -0.454
2 C 1.081 -0.565 0.556
3 C 1.177 0.738 -0.081
4 H -0.851 0.896 0.988
5 H -1.669 -0.914 -1.189
6 H 2.023 -1.230 0.498
7 H 0.539 -0.817 1.511
8 H 0.686 1.605 0.201
9 H 1.837 0.985 -1.123
10 N -1.666 0.271 0.495
11 N 0.250 -0.301 -0.641

#4
ORCA calculation (the ωB97M-V functional and the def2-TZVPD basis) on a 2-piece molecular cluster, C3H6N2 overall.

Computed properties:
SMILES string: C=CC#N.N
Lowest unoccupied orbital energy in eV: 0.7
Kohn-Sham gap in eV: 10.4

Positions of all 11 atoms, in Å:
1 C -1.557 0.381 -0.314
2 C -0.513 -0.254 -0.847
3 N 1.380 0.519 0.661
4 C -0.157 -1.597 -0.462
5 N 0.098 -2.688 -0.175
6 H -2.140 -0.051 0.495
7 H 0.691 1.179 1.013
8 H -1.805 1.395 -0.609
9 H 0.177 0.211 -1.546
10 H 2.206 1.027 0.374
11 H 1.621 -0.122 1.409

It comes down to #2, which is 10.6 kcal/mol more stable than the next structure.

#1
ORCA calculation (the ωB97M-V functional and the def2-TZVPD basis) on a 2-piece molecular cluster, C2H8OS overall.

Computed properties:
SMILES string: CO.CS
Lowest unoccupied orbital energy in eV: 0.8
Kohn-Sham gap in eV: 9.8

Positions of all 12 atoms, in Å:
1 C -0.203 -2.615 1.807
2 S 1.585 -1.980 1.501
3 H -0.750 -1.700 2.194
4 H -0.639 -3.141 0.839
5 H 0.003 -3.235 2.696
6 H 1.629 -1.931 0.168
7 C -0.636 2.495 -1.541
8 O 0.518 1.789 -2.043
9 H -1.633 1.951 -1.583
10 H -0.605 2.718 -0.439
11 H -0.530 3.416 -2.110
12 H 1.261 2.232 -1.490

#2
ORCA calculation (the ωB97M-V functional and the def2-TZVPD basis) on a 2-piece molecular cluster, C2H8OS overall.

Computed properties:
SMILES string: CCS.O
Lowest unoccupied orbital energy in eV: 0.7
Kohn-Sham gap in eV: 9.6

Positions of all 12 atoms, in Å:
1 S 1.481 -2.343 0.203
2 C -0.383 -0.796 -0.896
3 C 0.319 -0.993 0.472
4 H 2.462 -1.752 -0.511
5 H -1.146 -0.014 -0.741
6 H -0.886 -1.712 -1.249
7 H 0.316 -0.455 -1.678
8 H -0.458 -1.325 1.188
9 H 0.773 -0.067 0.874
10 O -0.466 3.177 0.604
11 H -1.080 2.408 0.611
12 H -0.932 3.872 1.122

It comes down to #2, which is 30.6 kcal/mol more stable than the next structure.